No. 1
{
  "formula": "C3H3F2I",
  "method": "ωB97M-V/def2-TZVPD",
  "e_above_lowest_kcal_mol": 22.67,
  "e_tot_ev": -16693.476,
  "homo_lumo_gap_ev": 10.0043,
  "smiles": "FC1(F)C[C@@H]1I",
  "symbols": ["F", "C", "F", "C", "C", "I", "H", "H", "H"],
  "coordinates": [[0.953231, 1.603017, 0.867507], [0.168626, 0.761705, 0.053911], [-0.366215, 1.691557, -0.852064], [0.618923, -0.471312, -0.488429], [-0.566777, -0.520599, 0.478027], [-2.590012, -0.716818, 0.054789], [1.562427, -0.734694, -0.070873], [0.479614, -0.663471, -1.561602], [-0.259814, -0.949386, 1.518737]],
  "forces_ev_per_a": [[-0.930, -2.042, -0.492], [-0.476, 3.488, -0.068], [-0.236, -1.596, 1.082], [0.175, -0.913, -1.336], [1.633, 0.866, 2.312], [0.052, -0.173, -0.226], [0.516, -0.841, 0.177], [0.092, 0.176, 0.554], [-0.825, 1.035, -2.004]]
}

=====

No. 2
{
  "formula": "C3H3F2N",
  "method": "ωB97M-V/def2-TZVPD",
  "e_above_lowest_kcal_mol": 70.30,
  "e_tot_ev": -10081.221,
  "homo_lumo_gap_ev": 10.9746,
  "symbols": ["C", "C", "C", "N", "F", "F", "H", "H", "H"],
  "coordinates": [[0.264170, 0.745064, -1.034391], [-0.213495, -0.483194, 0.503948], [0.504682, -0.683603, -0.804212], [-0.367924, 0.991985, 0.027427], [2.290603, -0.626092, -0.406053], [0.431050, -1.719888, -1.584608], [0.590204, 1.447405, -1.875567], [-1.023868, -1.109244, 0.672877], [0.457298, -0.449207, 1.261712]],
  "forces_ev_per_a": [[0.962, 1.190, -3.106], [0.302, 1.565, -2.391], [4.178, -0.071, 0.984], [-0.949, -0.968, 0.926], [-3.680, -0.207, -0.753], [-0.241, 0.420, 0.039], [-0.558, -0.974, 1.407], [-1.883, -0.635, 0.343], [1.868, -0.321, 2.550]]
}

=====

No. 3
{
  "formula": "C3H3F2N3",
  "method": "ωB97M-V/def2-TZVPD",
  "e_above_lowest_kcal_mol": 47.16,
  "e_tot_ev": -13061.363,
  "homo_lumo_gap_ev": 9.5996,
  "smiles": "N=C=NN/C(F)=C\\F",
  "symbols": ["N", "C", "N", "N", "C", "F", "C", "F", "H", "H", "H"],
  "coordinates": [[-2.287564, -0.389672, -0.779196], [-1.326057, -0.671270, -0.064389], [-0.400365, -1.261037, 0.450600], [0.890619, -1.002143, 0.731685], [1.530579, -0.034606, 0.048292], [2.644625, -0.484147, -0.607519], [1.007904, 1.183258, -0.097392], [-0.057187, 1.498898, 0.645468], [-3.138734, 0.125954, -0.294610], [1.349167, -1.900463, 0.963832], [1.232557, 1.953954, -0.731384]],
  "forces_ev_per_a": [[-2.312, 1.531, 1.351], [0.096, -0.200, -0.337], [-1.449, -0.867, 0.065], [0.247, -1.755, 1.330], [0.776, 0.606, -1.299], [-0.586, 0.783, 0.387], [0.250, -1.588, 0.935], [-0.584, 0.039, 0.672], [2.490, -1.315, -1.177], [-0.036, 1.353, -0.310], [1.109, 1.413, -1.618]]
}

=====

No. 4
{
  "formula": "C3H3F2NO",
  "method": "ωB97M-V/def2-TZVPD",
  "e_above_lowest_kcal_mol": 33.30,
  "e_tot_ev": -12130.140,
  "homo_lumo_gap_ev": 10.8425,
  "smiles": "N#CC(=O)CF.F",
  "symbols": ["N", "C", "C", "O", "C", "F", "H", "H", "F", "H"],
  "coordinates": [[3.084232, -0.378486, 0.310326], [2.078702, 0.072629, 0.045876], [0.883745, 0.870335, -0.329269], [0.827530, 1.363746, -1.416619], [-0.167339, 0.893957, 0.774627], [0.405930, 1.352412, 1.938071], [-0.351341, -0.164725, 0.975772], [-0.865405, 1.773539, 0.630770], [0.665992, -2.125315, -0.808864], [1.185739, -3.010478, -0.716617]],
  "forces_ev_per_a": [[1.545, -0.929, 0.497], [-1.143, 1.204, -0.430], [0.230, -0.368, 0.007], [-0.348, 0.130, 0.203], [0.305, 1.934, -0.071], [1.224, -0.061, 0.976], [-1.339, 0.196, -0.369], [-0.344, -2.087, -0.799], [1.961, -3.737, 0.355], [-2.092, 3.717, -0.369]]
}

=====

No. 5
{
  "formula": "C3H3F3",
  "method": "ωB97M-V/def2-TZVPD",
  "e_above_lowest_kcal_mol": 36.36,
  "e_tot_ev": -11309.982,
  "homo_lumo_gap_ev": 10.8481,
  "smiles": "CC(F)=C(F)F",
  "symbols": ["C", "C", "F", "C", "F", "F", "H", "H", "H"],
  "coordinates": [[-0.118665, -0.043032, -0.019608], [-1.521917, -0.434670, 0.009483], [-1.770427, -1.905655, -0.509943], [-2.685614, 0.201549, 0.137334], [-3.873225, -0.248163, -0.047127], [-2.602340, 1.558057, 0.437903], [0.484750, -0.502035, 0.716441], [0.152030, 0.958693, 0.021421], [0.468862, -0.382389, -0.881243]],
  "forces_ev_per_a": [[1.097, -1.572, -0.815], [-1.977, -3.551, -2.090], [0.827, 3.901, 1.624], [2.639, 1.912, 0.222], [-0.524, 0.097, 0.144], [-0.775, -2.081, -0.302], [0.171, -0.670, 1.522], [-0.496, 2.170, 0.270], [-0.962, -0.206, -0.574]]
}

=====

No. 6
{
  "formula": "C3H3F3",
  "method": "ωB97M-V/def2-TZVPD",
  "e_above_lowest_kcal_mol": 8.61,
  "e_tot_ev": -11311.185,
  "homo_lumo_gap_ev": 11.6384,
  "smiles": "F/C=C\\C(F)F",
  "symbols": ["F", "C", "C", "C", "F", "F", "H", "H", "H"],
  "coordinates": [[-1.968649, 0.689448, 0.508260], [-1.365748, -0.246828, -0.225879], [-0.071052, -0.423634, -0.256396], [1.009836, 0.354495, 0.364275], [1.269154, 1.416895, -0.417229], [2.146567, -0.416963, 0.404748], [-2.071477, -0.859620, -0.747868], [0.224003, -1.205816, -0.982763], [0.827363, 0.692024, 1.352851]],
  "forces_ev_per_a": [[-0.058, 0.294, 0.273], [-0.343, 0.202, 0.508], [0.197, -1.449, -1.402], [0.295, -0.700, -0.363], [0.439, 0.820, -0.384], [-0.121, 0.120, -0.008], [-0.231, -0.172, -0.295], [0.095, 0.491, 0.680], [-0.273, 0.394, 0.992]]
}

=====

LUMO level, record by record: 0.2645, -0.2937, 0.8879, -0.4477, 0.8525, 0.9683 eV